C9H11NO | ωB97M-V/def2-TZVPD

XYZ file:
```
22
Properties=species:S:1:pos:R:3:forces:R:3
C 0.209358 1.699755 0.321470 0.06 0.38 1.36
H -1.703189 -0.491230 1.787841 -1.12 -0.09 0.46
H -2.468413 -0.289111 -0.541427 -3.91 0.08 -1.07
C -0.602474 -0.863946 -1.408039 -1.24 -0.12 -2.00
C 1.561477 0.851879 0.407459 2.65 0.18 -2.47
C 0.754379 -1.134732 -1.015782 -1.67 0.91 4.15
H 1.555738 -1.253526 -1.573497 3.07 0.18 -3.91
C -1.237984 -0.985162 0.960616 0.40 -0.75 1.63
H 0.421932 2.740319 0.183184 0.42 0.53 -0.49
C 0.249395 -0.940153 1.369791 -1.40 1.46 -1.16
O 0.248378 1.380236 -2.674084 -1.20 -1.61 1.84
H -1.542990 -2.038771 0.875678 -0.30 0.43 0.18
H -0.073416 1.655139 1.377861 -0.93 0.15 -0.28
H 0.550440 -1.926461 1.575234 0.65 -0.96 1.02
C -0.815689 1.121662 -0.586913 -0.03 -2.15 -0.22
N -0.460332 0.743181 -1.811408 1.25 1.52 -1.45
C 1.003282 -0.526209 0.178808 1.29 0.50 1.29
C -1.502793 -0.281426 -0.301056 4.71 0.50 -0.11
H 0.426877 -0.166212 2.116927 -0.13 -0.84 0.60
H -0.904832 -1.530134 -2.219503 -0.80 0.52 -0.07
H 2.015472 1.057794 1.405258 -0.33 -0.27 -0.77
H 2.315384 1.177108 -0.428419 -1.44 -0.53 1.48
```
Forces are in eV/Å.

The HOMO-LUMO gap (spin up / spin down) comes out at 7.74 / 7.74 eV. Its total charge is 0. The SMILES is [O-][N+]1=C2CCC3=C[C@H]1[C@H]2CC3. The spin multiplicity is 1.

***

C36H70ClN4O16 | ωB97M-V/def2-TZVPD

XYZ file:
```
127
Properties=species:S:1:pos:R:3:forces:R:3
C 3.523609 -1.016063 -1.551172 2.63 -0.40 1.38
H 2.202029 4.722327 -2.760692 -0.92 0.04 0.33
H 1.473039 2.969137 -0.997812 0.76 0.26 -0.43
H -0.436531 -5.172293 -0.991652 -0.27 0.14 0.01
C -4.805371 -1.370813 0.549218 -3.58 -3.06 0.33
H -3.972681 -3.269273 -0.200322 -0.38 0.05 0.39
O 0.082839 0.535127 -0.877542 -8.50 -1.79 2.39
O -0.851441 -1.872833 -3.823412 -0.78 1.27 -1.72
C -0.727861 -6.235323 0.912818 1.32 0.89 -0.92
C 2.082149 -0.439313 -3.257432 -0.63 -1.22 -1.76
H 1.815579 -0.627633 -0.338442 1.06 -1.64 -1.09
O -0.486501 5.215027 -0.690092 0.36 3.56 -0.74
H -0.476261 0.078017 4.742968 0.47 -0.42 0.53
H -1.665581 1.159817 4.567028 -0.88 0.28 0.48
H -2.866391 -4.570153 1.936198 0.05 -0.04 0.03
H -0.730331 -1.707533 0.419138 -0.38 -3.17 -1.75
H 2.820749 2.891527 -4.210872 -0.41 0.71 -0.41
N 2.944999 0.457937 1.050408 -0.64 -0.02 3.11
H -2.964991 -2.822423 1.952258 -0.25 -0.89 1.59
H -0.380441 -4.188173 2.534688 0.05 -0.51 -0.02
N -0.691161 -3.683493 0.530228 1.86 -2.17 1.40
C -2.059031 1.315287 -2.714092 0.27 -0.05 -0.85
C 2.211899 1.015667 -1.168912 3.07 2.86 -2.07
C 3.065449 5.179307 -0.763222 -0.85 -1.47 0.63
H 1.374329 2.354317 -2.650142 0.31 0.57 -0.03
C 0.859269 0.780017 3.240158 0.40 -1.67 2.68
H -1.195431 -6.172503 1.895428 -0.43 -0.07 -0.37
H -0.599061 3.423097 -2.287562 -0.15 0.52 0.64
O 1.968769 1.415817 3.816908 1.01 1.09 -0.05
H 2.245329 -1.302953 4.826298 0.02 -0.08 0.37
H 0.224619 4.441137 1.626848 -0.20 0.23 -0.27
C 1.997819 2.388837 -1.756732 1.77 -0.44 0.49
C 2.399009 0.816467 4.913718 1.48 0.07 2.35
O 3.659219 -1.314173 2.137428 2.54 -2.03 1.77
H -0.762771 2.372607 -4.036042 0.72 -0.02 -0.08
O -1.115191 -0.533713 0.954408 0.45 4.14 -0.76
C -1.045891 -2.530273 -0.222432 1.21 -2.85 -0.18
C -1.003071 -0.750723 -3.417892 -1.32 2.09 -2.04
C -0.268731 -2.390383 -1.522762 -4.83 -4.57 4.69
H 1.135809 0.297697 2.302618 0.49 -0.19 2.50
H -2.103221 -1.536253 -1.361692 -2.74 -2.51 0.59
H -1.677691 -0.468063 2.740548 -0.31 0.46 1.18
O -3.812331 1.000777 4.392998 -0.23 -0.92 -0.20
O 3.421309 -0.634523 -2.863862 2.40 -1.75 -1.09
C -2.498901 1.311517 3.880978 -0.14 -0.39 -1.52
O -4.591061 -0.102643 0.208088 -2.58 -0.46 -4.06
H -1.706491 -0.366243 -1.370652 1.01 1.78 -2.04
H -0.388671 -1.420743 -2.006012 -2.80 -4.54 3.03
H 2.099209 1.004937 0.976198 0.77 -0.26 0.15
H -3.870581 -1.714663 -1.955972 0.01 -0.49 -0.22
C 1.625989 -0.471553 5.162908 -0.15 0.93 -0.21
H -3.756391 -0.974273 1.890258 0.43 0.70 1.19
H -2.804041 1.561827 -3.470582 -0.09 -0.28 -0.25
O -5.755031 -0.073363 3.645768 5.95 1.59 -0.45
H 0.284609 -0.709063 -2.088292 4.52 2.04 -0.63
H -2.611181 0.273447 -0.075942 -2.19 -0.77 -0.38
H -2.542601 2.349787 3.552058 0.15 0.18 0.23
H 1.244509 -2.246853 1.988938 0.20 0.71 0.75
C -0.308241 3.661697 1.082218 0.49 0.67 -0.77
H 0.107319 1.718767 -2.520102 -1.13 0.09 -1.03
H 5.239829 3.902527 -3.860452 -0.22 0.12 -0.15
H 5.698809 2.271347 -3.526442 0.16 -0.21 -0.38
C -2.276121 0.431337 2.595498 0.06 1.06 3.51
C -3.480951 -0.047193 -0.649342 0.49 -0.51 0.03
H 3.819089 5.016287 -2.632742 0.59 -0.52 -0.46
H -2.129811 -2.591953 -0.319382 3.35 -0.68 -0.27
H -1.030111 2.285467 -0.978562 0.82 1.24 -1.44
C -2.421831 -3.672303 2.365538 -0.72 0.71 0.45
C 2.809939 -0.813663 1.485208 -0.86 0.24 0.18
H -1.269401 3.479747 1.563018 0.06 -0.06 0.01
C 2.134619 -1.401613 -1.036492 1.40 0.74 -4.51
C 3.571899 2.502357 -3.523542 0.43 1.13 -0.78
C -1.004111 -5.029823 -0.072062 -0.36 0.44 2.77
C 0.433379 -0.278793 4.259908 -1.01 -0.36 -0.50
H -1.692221 1.027187 1.893978 -2.02 0.27 2.15
O 0.360529 1.254397 1.292118 -2.29 -1.41 -5.28
H -0.888301 -7.183013 0.398788 -0.60 0.03 0.12
H 0.341569 -6.274673 1.119858 0.24 0.22 0.11
H 1.885769 0.631827 -3.210632 -0.28 -0.65 -1.00
H -0.670751 -3.152193 -2.190692 0.51 -0.17 -0.11
O 4.600749 -0.978633 -0.934552 -3.03 -0.48 -1.99
C -0.484431 4.067597 -0.385772 -0.40 -0.08 1.59
H 0.737949 -1.046463 0.760748 0.91 -1.07 0.61
H 0.785229 -2.518593 -1.276132 -2.62 -1.68 0.94
H 2.102719 -2.397773 -0.595202 1.26 0.51 -3.03
H -0.526881 -2.573403 2.347048 -0.66 0.42 -0.48
O -5.822661 -1.768513 1.119438 2.02 1.24 -1.14
N -0.592221 3.128527 -1.321502 -0.33 0.89 -0.07
H -3.519311 0.670207 -1.469072 -1.60 0.00 0.97
O -1.627441 1.617517 0.096238 -2.17 0.70 2.22
H -2.590411 -3.668173 3.442398 0.17 -0.12 0.09
C 3.039929 4.455297 -2.116702 1.72 1.08 -1.15
H -2.086201 -5.062943 -0.198912 -0.35 -0.09 -0.91
H 2.264909 4.777987 -0.141792 -0.28 0.36 0.17
H 2.947079 6.260467 -0.835132 -0.10 -0.14 -0.28
C -3.171611 -1.470023 -1.156162 -4.66 -1.75 4.10
H 0.299289 2.756977 1.060148 -0.47 2.10 0.44
C -3.685431 -2.252943 0.069228 -1.28 0.64 -1.16
C 1.229239 -1.216243 -2.284632 5.22 2.39 -2.90
H 1.342779 -0.484323 6.215388 0.38 -0.43 -0.07
Cl -0.610271 0.690327 0.393598 3.08 -0.13 -0.76
H 3.782729 1.008227 1.174898 0.19 -0.60 0.62
H 0.880199 -2.176913 -2.663312 2.14 1.12 -1.86
C -2.021931 -0.204213 -2.401352 2.21 3.55 -3.75
H -2.925071 -0.807693 -2.492242 1.13 2.16 -2.62
N 3.277299 3.002717 -2.177222 -0.61 0.21 0.89
O -0.315151 0.325807 -3.916682 -0.55 -0.16 -1.13
O 3.248119 1.282597 5.659498 -1.04 -0.50 -1.38
H -3.979351 0.711487 1.428348 -0.22 0.24 1.72
C -4.526271 0.260627 3.474148 -4.45 -0.47 0.85
C -3.673781 0.054007 2.242258 0.96 0.71 1.51
H 1.913639 -0.855263 -4.250762 0.43 0.26 -0.19
H -2.881861 -2.347063 0.799648 -1.25 0.90 -0.72
C 1.568189 -1.640233 1.143148 -0.67 -0.83 3.42
H 2.580989 0.309137 -1.912352 -0.35 3.77 2.36
H 3.954639 4.961627 -0.171562 0.36 -0.01 -0.41
C 4.965689 2.868357 -4.068872 -0.50 -0.07 0.89
H 1.244879 0.593727 -0.895142 5.27 1.48 -0.01
H 1.806739 -2.431543 0.432488 -0.85 0.38 3.41
C -0.991931 -3.484303 1.970108 1.43 -1.87 -0.34
C -0.670391 1.598467 -3.274282 -0.65 -2.52 -0.88
H 0.132109 1.566867 3.039618 0.18 -0.39 1.10
H -2.237991 2.043757 -1.923272 -0.63 -0.90 -0.26
H 2.926719 1.044647 -0.346542 -0.37 0.81 -2.87
H 4.968599 2.707057 -5.146872 0.31 -0.15 0.07
H 0.162929 -1.200373 3.744478 -0.02 0.02 0.06
H 3.407129 1.440757 -3.707782 0.51 0.08 1.04
```
Forces are in eV/Å.

The HOMO-LUMO gap comes out at 7.91 eV. Its total charge is -1. The spin multiplicity is 1.

***

C5H18N3Si | ωB97M-V/def2-TZVPD

XYZ file:
```
27
Properties=species:S:1:pos:R:3:forces:R:3
H -0.965572 -1.370485 1.345681 1.09 1.68 -0.86
C 2.059915 0.499943 1.963863 -1.30 1.00 -3.26
N -3.052000 1.680588 -1.019734 -0.65 2.61 0.25
H 2.836982 0.356298 2.670119 0.36 -0.27 1.00
H -3.818931 1.618946 -1.730726 0.82 0.31 1.17
H 1.960275 1.661323 1.794962 -0.32 -2.18 0.58
C 0.733999 -0.391038 2.171378 2.14 2.35 0.71
H 2.485301 0.152745 0.966089 -0.28 0.33 1.06
H -2.217035 0.125937 -1.689145 1.66 -0.29 -0.51
Si 1.165735 -1.802145 -1.121682 -2.29 -1.09 1.32
N -0.944639 0.668932 0.609427 -1.61 0.92 -1.53
H -0.343933 2.556183 -0.637746 -1.20 -2.26 0.41
H 1.918131 -0.699910 -1.519398 0.72 1.38 -0.53
H 1.153710 -1.343173 2.478576 -0.48 -0.33 -0.02
H -1.039885 1.402299 1.321744 0.04 -0.45 0.27
H -1.935823 0.415265 0.297642 1.08 0.17 1.59
H -2.884497 2.692938 -0.747692 -0.84 -1.42 -0.64
H -0.217811 -2.162012 -1.630355 0.96 0.29 -0.03
C -0.648065 1.411931 -0.727448 2.65 0.16 0.08
H 0.205909 0.050811 3.014371 -0.14 -0.11 0.51
N 2.128505 -3.195838 -1.243643 -3.71 1.04 -0.34
H 3.017149 -3.416949 -1.030045 3.98 0.11 0.96
H -1.548318 1.564496 -2.505326 0.22 0.80 -2.62
H 1.683958 -4.083229 -1.283551 -0.97 -0.63 -0.13
H 0.310174 0.990583 -1.175903 -1.36 0.18 0.66
C -0.200708 -0.546548 1.035134 0.20 -3.27 -1.40
C -1.842525 1.162110 -1.606593 -0.77 -1.05 1.32
```
Forces are in eV/Å.

The HOMO-LUMO gap comes out at 8.36 eV. Its total charge is +1. The spin multiplicity is 1.

***

C5H7N | ωB97M-V/def2-TZVPD

XYZ file:
```
13
Properties=species:S:1:pos:R:3:forces:R:3
C 0.542038 0.060389 0.015080 1.59 -1.18 2.09
H 2.283625 1.062302 0.689556 0.47 0.00 -0.35
C -1.069599 -0.127136 -0.785276 0.33 1.22 -0.71
C 2.051791 0.183474 0.093326 -0.79 -0.97 -0.17
C -0.327902 0.762883 0.860643 -0.54 -1.97 -0.85
N -1.642741 0.192346 0.476038 0.24 -0.34 -0.60
H 2.353727 -0.750458 0.599374 0.04 0.49 0.15
H 2.508492 0.077355 -0.892279 0.16 0.73 0.11
H -0.186670 0.959739 1.911081 0.43 0.77 -0.12
H -1.859765 -0.712809 0.912045 0.40 0.11 0.49
H 0.371711 -1.763792 -1.517948 0.57 0.80 -0.56
H -1.130404 0.789960 -1.393324 -0.66 -0.67 -0.93
C -0.000973 -1.059403 -0.801432 -2.23 0.99 1.44
```
Forces are in eV/Å.

The HOMO-LUMO gap comes out at 7.46 eV. Its total charge is 0. The spin multiplicity is 1.

***

| no. | E_tot (Eh) |
| --- | --- |
| 1 | -479.26418 |
| 2 | -3295.23054 |
| 3 | -654.70062 |
| 4 | -249.25373 |